Entry 1:
Entry from the Open Molecules 2025 dataset: C27H38N8PdSSb2 as an isolated structure (wB97M-V/def2-TZVPD).

XYZ file:
```
77
Properties=species:S:1:pos:R:3
Pd -0.09 0.28 -0.02
C -1.20 0.25 4.26
Sb 0.13 -0.20 2.67
C 0.71 -2.18 3.12
C 1.90 0.96 3.42
C 3.03 0.09 3.66
C 3.18 -0.55 4.91
C 4.22 -1.39 5.15
C 5.18 -1.64 4.12
C 5.07 -1.02 2.88
C 4.04 -0.13 2.62
C 4.02 0.62 1.35
Sb 2.67 -0.07 -0.22
C 3.45 -2.01 -0.57
C 3.48 1.08 -1.80
H -0.72 0.01 5.21
H -2.10 -0.35 4.15
H -1.47 1.31 4.24
H 0.99 -2.28 4.17
H 1.55 -2.49 2.50
H -0.14 -2.84 2.92
H 1.51 1.40 4.34
H 2.06 1.72 2.66
H 2.46 -0.34 5.69
H 4.35 -1.86 6.11
H 6.01 -2.30 4.32
H 5.84 -1.19 2.14
H 4.99 0.56 0.86
H 3.78 1.68 1.50
H 4.50 -1.92 -0.88
H 2.90 -2.49 -1.37
H 3.39 -2.61 0.33
H 4.57 0.98 -1.78
H 3.21 2.13 -1.69
H 3.10 0.70 -2.75
N 0.18 1.42 -4.33
C -0.01 0.39 -3.51
N 0.03 0.83 -2.26
C 0.25 2.17 -2.40
N 0.35 2.56 -3.65
C 0.35 3.07 -1.25
C 0.49 4.45 -1.41
N 0.54 5.26 -0.36
C 0.43 4.72 0.85
C 0.30 3.35 1.01
N 0.27 2.52 -0.04
H 0.19 1.43 -5.34
H -0.17 -0.62 -3.84
H 0.55 4.89 -2.40
H 0.46 5.38 1.70
H 0.19 2.91 2.00
C -3.68 -6.08 -1.21
C -3.36 -4.88 -0.40
C -4.03 -4.48 0.75
C -3.61 -3.36 1.46
N -2.56 -2.62 1.03
C -1.94 -3.00 -0.06
S -0.57 -2.13 -0.69
N -2.31 -4.11 -0.76
C -4.29 -2.93 2.71
H -4.69 -6.43 -0.98
H -2.98 -6.88 -0.96
H -3.61 -5.87 -2.27
H -4.88 -5.06 1.09
H -1.78 -4.36 -1.59
H -5.36 -3.11 2.65
H -4.09 -1.89 2.92
H -3.92 -3.53 3.54
C -5.74 1.17 -0.63
C -4.71 1.88 0.25
C -3.36 1.32 0.10
N -2.31 0.89 -0.01
H -6.70 1.65 -0.50
H -5.84 0.12 -0.35
H -5.47 1.23 -1.68
H -4.97 1.83 1.30
H -4.64 2.94 -0.01
```

Output
Spin multiplicity   5
HOMO energy (alpha / beta)   -18.13 / -19.28 eV
Lowest unoccupied orbital energy (alpha / beta)   -10.889 / -14.378 eV
Frontier orbital gap (alpha / beta)   7.2 / 4.9 eV
Total charge   +4

Results of the Löwdin charge analysis, in e, for atoms 1 through 4:
1 Pd 0.265
2 C -0.262
3 Sb 1.360
4 C -0.276



Entry 2:
Entry from the Open Molecules 2025 dataset: one molecule with the formula C6H6O2S (wB97M-V/def2-TZVPD).

XYZ file:
```
15
Properties=species:S:1:pos:R:3
O -0.23 -3.05 0.36
O -2.30 -2.13 1.29
C 0.87 1.87 -0.95
C -0.49 1.63 -0.72
C 1.82 0.96 -0.36
C -0.93 0.63 0.04
C 1.28 -0.20 0.28
C -0.11 -0.43 0.54
S -0.58 -2.04 1.42
H -2.41 -2.88 0.75
H 1.34 2.72 -1.56
H -1.08 2.45 -1.15
H 2.83 0.92 -0.73
H -2.03 0.44 0.17
H 2.01 -0.90 0.62
```

Output
HOMO energy   -9.70 eV
Lowest unoccupied orbital energy   0.428 eV
Frontier orbital gap   10.1 eV

Results of the Löwdin charge analysis, in e, for atoms 1 through 4:
1 O -0.502
2 O -0.295
3 C -0.070
4 C -0.136



Entry 3:
Entry from the Open Molecules 2025 dataset: C40H59FN6O5PS3Si2Sn as an isolated structure (wB97M-V/def2-TZVPD).

XYZ file:
```
118
Properties=species:S:1:pos:R:3
Sn 1.71 1.45 -0.79
C -0.47 1.81 3.00
Si -0.99 2.70 1.43
C -2.17 4.06 1.99
C -2.19 1.47 0.59
C 0.44 3.16 0.35
C 0.02 3.88 -0.91
C -0.87 4.96 -0.98
C -1.14 5.55 -2.19
C -0.51 5.08 -3.34
C 0.38 4.03 -3.20
N 0.62 3.45 -2.03
Si 1.76 4.23 1.18
C 2.50 3.44 2.71
C 3.12 4.53 -0.09
C 1.11 5.91 1.72
H -1.26 1.13 3.32
H -0.29 2.52 3.82
H 0.45 1.24 2.86
H -2.80 3.66 2.79
H -2.84 4.40 1.19
H -1.67 4.94 2.38
H -3.10 1.44 1.20
H -1.76 0.47 0.61
H -3.21 2.57 -0.87
H -1.33 5.33 -0.07
H -1.83 6.39 -2.25
H -0.68 5.53 -4.31
H 0.92 3.63 -4.05
H 2.73 2.39 2.54
H 1.83 3.52 3.56
H 3.43 3.94 2.96
H 3.57 3.60 -0.44
H 3.93 5.12 0.34
H 2.74 5.06 -0.97
H 0.38 5.80 2.53
H 0.63 6.45 0.91
H 1.92 6.52 2.10
C 2.89 -3.47 5.63
C 2.02 -2.23 5.56
N 1.70 -1.85 4.18
C 2.58 -1.07 3.52
C 2.39 -0.54 2.28
C 3.55 0.27 1.70
O 4.63 0.12 2.24
O 3.29 1.03 0.71
C 1.14 -0.78 1.63
O 0.76 -0.26 0.56
C 0.25 -1.75 2.28
C -0.93 -2.13 1.63
C -1.78 -3.00 2.24
F -2.95 -3.32 1.64
C -1.49 -3.59 3.48
C -0.32 -3.21 4.13
C 0.54 -2.26 3.55
N -2.38 -4.52 4.04
C -2.32 -4.86 5.44
C -1.47 -6.10 5.69
N -2.06 -7.23 4.89
C -2.11 -6.88 3.42
C -2.92 -5.60 3.24
H 3.13 -3.71 6.67
H 3.83 -3.32 5.10
H 2.39 -4.33 5.18
H 2.52 -1.38 6.02
H 1.09 -2.36 6.11
H 3.52 -0.86 4.02
H -1.15 -1.74 0.65
H -0.04 -3.68 5.06
H -3.34 -5.05 5.79
H -1.94 -4.02 6.03
H -1.44 -6.40 6.74
H -0.45 -5.96 5.32
H -3.02 -7.39 5.22
H -1.54 -8.09 5.04
H -2.56 -7.73 2.90
H -1.08 -6.75 3.10
H -3.96 -5.78 3.51
H -2.91 -5.34 2.18
N -2.60 1.77 -0.79
C -2.36 1.17 -1.94
S 2.76 1.42 -4.11
C 4.33 1.19 -4.64
N 4.65 0.05 -5.34
C 5.88 -0.26 -5.81
C 6.92 0.58 -5.60
C 6.67 1.78 -4.88
C 5.42 2.07 -4.42
H 3.88 -0.58 -5.49
H 5.97 -1.20 -6.34
H 7.91 0.34 -5.96
H 7.48 2.47 -4.69
H 5.22 2.97 -3.86
C -1.34 -0.22 -6.70
C -0.45 0.15 -5.53
C -0.77 1.49 -4.91
O -0.46 -0.91 -4.53
P -1.53 -1.37 -3.49
S -1.29 -3.21 -2.97
S -1.38 -0.29 -1.69
O -2.89 -0.92 -4.17
C -4.21 -1.05 -3.58
C -5.02 0.10 -4.14
C -4.78 -2.41 -3.90
H -1.04 0.37 -7.57
H -2.38 -0.01 -6.49
H -1.23 -1.27 -6.95
H 0.60 0.13 -5.84
H -1.76 1.49 -4.46
H -0.72 2.25 -5.69
H -0.04 1.73 -4.14
H -4.10 -0.93 -2.50
H -5.05 0.04 -5.23
H -4.58 1.05 -3.85
H -6.04 0.05 -3.76
H -4.84 -2.55 -4.99
H -5.79 -2.48 -3.49
H -4.17 -3.21 -3.48
```

Output
HOMO energy   -8.37 eV
Lowest unoccupied orbital energy   -3.287 eV
Frontier orbital gap   5.1 eV
Total charge   +1

Results of the Löwdin charge analysis, in e, for atoms 1 through 4:
1 Sn 1.326
2 C -0.150
3 Si 0.499
4 C -0.173



Entry 4:
Entry from the Open Molecules 2025 dataset: one molecule with the formula C5H8O (wB97M-V/def2-TZVPD).

XYZ file:
```
14
Properties=species:S:1:pos:R:3
C -1.08 -1.34 0.42
C 0.19 -0.67 -0.10
C 0.04 0.54 -1.07
C 0.76 1.48 -0.07
C 0.82 0.30 0.91
O 1.12 0.19 2.07
H -0.84 -2.12 1.14
H -1.71 -0.60 0.92
H -1.65 -1.77 -0.41
H 0.91 -1.41 -0.46
H 0.54 0.43 -2.03
H -1.01 0.81 -1.25
H 1.75 1.84 -0.39
H 0.17 2.32 0.32
```

Output
HOMO energy   -9.41 eV
Lowest unoccupied orbital energy   0.991 eV
Frontier orbital gap   10.4 eV
SMILES   C[C@H]1CCC1=O

Results of the Löwdin charge analysis, in e, for atoms 1 through 4:
1 C -0.062
2 C -0.287
3 C -0.136
4 C -0.079



Entry 5:
Entry from the Open Molecules 2025 dataset: a 2-piece molecular cluster, C4H8Br2Si overall (wB97M-V/def2-TZVPD).

XYZ file:
```
15
Properties=species:S:1:pos:R:3
C -0.93 -1.02 -0.54
C -2.46 0.60 -1.96
C 1.56 1.21 -0.13
C 0.99 -1.38 1.53
Si 0.21 0.00 0.46
Br -3.97 -0.07 -2.68
Br -1.13 1.27 1.77
H -0.61 -1.63 -1.37
H -2.59 1.61 -1.56
H 1.92 1.83 0.69
H 2.41 0.67 -0.54
H 1.18 1.87 -0.91
H 0.60 -2.35 1.25
H 2.06 -1.40 1.41
H 0.76 -1.22 2.58
```

Output
HOMO energy (alpha / beta)   -8.94 / -8.41 eV
Lowest unoccupied orbital energy (alpha / beta)   -1.302 / -1.624 eV
Frontier orbital gap (alpha / beta)   7.6 / 6.8 eV

Results of the Löwdin charge analysis, in e, for atoms 1 through 4:
1 C -0.070
2 C -0.516
3 C -0.233
4 C -0.213



Entry 6:
Entry from the Open Molecules 2025 dataset: C29H32N2O2PV as an isolated structure (wB97M-V/def2-TZVPD).

XYZ file:
```
67
Properties=species:S:1:pos:R:3
V 1.46 -0.18 0.30
O 3.66 -0.06 -0.14
C 4.23 1.23 -0.14
C 3.19 2.33 -0.05
C 3.44 3.60 -0.53
C 2.50 4.59 -0.34
C 1.33 4.28 0.34
C 1.13 2.97 0.74
N 2.03 2.01 0.54
H 3.92 -0.53 0.67
H 4.80 1.35 -1.06
H 4.92 1.36 0.71
H 4.37 3.81 -1.05
H 2.67 5.60 -0.70
H 0.58 5.03 0.54
H 0.22 2.66 1.25
C -1.84 -0.34 2.49
C -2.77 0.24 1.47
C -4.01 0.73 1.83
C -4.87 1.25 0.88
C -4.49 1.30 -0.45
C -3.25 0.83 -0.83
C -2.39 0.29 0.12
P -0.76 -0.40 -0.32
C -0.54 0.18 -2.05
C -0.01 1.47 -2.08
C 0.31 2.10 -3.27
C 0.11 1.42 -4.46
C -0.43 0.14 -4.44
C -0.77 -0.50 -3.26
C -1.42 -1.85 -3.30
C -1.03 -2.19 -0.28
C -2.27 -2.81 -0.25
C -2.34 -4.19 -0.21
C -1.16 -4.94 -0.16
C 0.07 -4.31 -0.14
C 0.17 -2.92 -0.23
C 1.45 -2.17 -0.31
H -2.22 -0.16 3.49
H -0.84 0.10 2.39
H -1.76 -1.42 2.33
H -4.30 0.71 2.87
H -5.85 1.61 1.19
H -5.17 1.70 -1.18
H -2.95 0.88 -1.87
H 0.08 2.01 -1.15
H 0.71 3.10 -3.27
H 0.37 1.88 -5.40
H -0.60 -0.37 -5.38
H -1.68 -2.11 -4.32
H -2.33 -1.85 -2.70
H -0.75 -2.61 -2.91
H -3.18 -2.22 -0.25
H -3.29 -4.69 -0.21
H -1.22 -6.02 -0.14
H 0.97 -4.90 -0.07
H 1.70 -2.06 -1.38
H 2.25 -2.78 0.14
C 2.67 0.25 4.49
C 1.93 -0.49 3.42
N 1.05 -1.43 3.78
O 2.15 -0.24 2.23
H 2.29 0.03 5.49
H 2.59 1.32 4.31
H 3.73 -0.01 4.46
H 0.84 -1.64 4.75
H 0.57 -1.95 3.06
```

Output
Spin multiplicity   4
HOMO energy (alpha / beta)   -10.12 / -10.30 eV
Lowest unoccupied orbital energy (alpha / beta)   -2.358 / -2.393 eV
Frontier orbital gap (alpha / beta)   7.8 / 7.9 eV
Total charge   +1

Results of the Löwdin charge analysis, in e, for atoms 1 through 4:
1 V 0.648
2 O -0.092
3 C -0.141
4 C -0.237



Please write out number 6 again, unchanged.
Entry from the Open Molecules 2025 dataset: C29H32N2O2PV as an isolated structure (wB97M-V/def2-TZVPD).

XYZ file:
```
67
Properties=species:S:1:pos:R:3
V 1.46 -0.18 0.30
O 3.66 -0.06 -0.14
C 4.23 1.23 -0.14
C 3.19 2.33 -0.05
C 3.44 3.60 -0.53
C 2.50 4.59 -0.34
C 1.33 4.28 0.34
C 1.13 2.97 0.74
N 2.03 2.01 0.54
H 3.92 -0.53 0.67
H 4.80 1.35 -1.06
H 4.92 1.36 0.71
H 4.37 3.81 -1.05
H 2.67 5.60 -0.70
H 0.58 5.03 0.54
H 0.22 2.66 1.25
C -1.84 -0.34 2.49
C -2.77 0.24 1.47
C -4.01 0.73 1.83
C -4.87 1.25 0.88
C -4.49 1.30 -0.45
C -3.25 0.83 -0.83
C -2.39 0.29 0.12
P -0.76 -0.40 -0.32
C -0.54 0.18 -2.05
C -0.01 1.47 -2.08
C 0.31 2.10 -3.27
C 0.11 1.42 -4.46
C -0.43 0.14 -4.44
C -0.77 -0.50 -3.26
C -1.42 -1.85 -3.30
C -1.03 -2.19 -0.28
C -2.27 -2.81 -0.25
C -2.34 -4.19 -0.21
C -1.16 -4.94 -0.16
C 0.07 -4.31 -0.14
C 0.17 -2.92 -0.23
C 1.45 -2.17 -0.31
H -2.22 -0.16 3.49
H -0.84 0.10 2.39
H -1.76 -1.42 2.33
H -4.30 0.71 2.87
H -5.85 1.61 1.19
H -5.17 1.70 -1.18
H -2.95 0.88 -1.87
H 0.08 2.01 -1.15
H 0.71 3.10 -3.27
H 0.37 1.88 -5.40
H -0.60 -0.37 -5.38
H -1.68 -2.11 -4.32
H -2.33 -1.85 -2.70
H -0.75 -2.61 -2.91
H -3.18 -2.22 -0.25
H -3.29 -4.69 -0.21
H -1.22 -6.02 -0.14
H 0.97 -4.90 -0.07
H 1.70 -2.06 -1.38
H 2.25 -2.78 0.14
C 2.67 0.25 4.49
C 1.93 -0.49 3.42
N 1.05 -1.43 3.78
O 2.15 -0.24 2.23
H 2.29 0.03 5.49
H 2.59 1.32 4.31
H 3.73 -0.01 4.46
H 0.84 -1.64 4.75
H 0.57 -1.95 3.06
```

Output
Spin multiplicity   4
HOMO energy (alpha / beta)   -10.12 / -10.30 eV
Lowest unoccupied orbital energy (alpha / beta)   -2.358 / -2.393 eV
Frontier orbital gap (alpha / beta)   7.8 / 7.9 eV
Total charge   +1

Results of the Löwdin charge analysis, in e, for atoms 1 through 4:
1 V 0.648
2 O -0.092
3 C -0.141
4 C -0.237